Run one
{
  "formula": "C4H6IN2",
  "method": "the ωB97M-V functional and the def2-TZVPD basis",
  "gap_ha": [0.313, 0.212],
  "homo_energy_ev": [-13.937, -12.744],
  "total_charge": 1,
  "symbols": ["I", "N", "N", "C", "C", "C", "C", "H", "H", "H", "H", "H", "H"],
  "xyz": [[3.60, 0.08, 0.51], [0.88, 2.39, -0.86], [0.13, 0.03, 0.05], [-0.31, -0.52, 1.18], [0.76, 2.57, 0.44], [0.02, -0.68, -1.18], [0.65, 1.28, 0.01], [-0.42, 0.19, 2.12], [-0.51, -1.50, 1.27], [0.75, 3.07, 1.37], [-0.78, -1.50, -1.31], [1.01, -1.13, -1.30], [0.00, 0.08, -2.08]]
}

=====

Run two
{
  "formula": "C4H6IN2",
  "method": "the ωB97M-V functional and the def2-TZVPD basis",
  "gap_ha": [0.242, 0.242],
  "homo_energy_ev": [-13.279, -13.279],
  "total_charge": 1,
  "symbols": ["I", "N", "N", "C", "C", "C", "C", "H", "H", "H", "H", "H", "H"],
  "xyz": [[-4.71, 0.02, -0.03], [-2.69, 0.33, 0.12], [-0.43, 0.04, 0.06], [-0.91, 2.31, -0.11], [0.72, -0.91, -0.07], [-1.72, -0.43, 0.11], [-0.04, 1.33, -0.07], [-1.55, 3.20, -0.01], [1.07, 1.37, -0.41], [1.49, -0.90, 0.74], [1.21, -0.61, -0.96], [0.31, -1.86, -0.16], [-1.73, -1.60, 0.12]]
}

=====

Run three
{
  "formula": "C4H6IN2",
  "method": "the ωB97M-V functional and the def2-TZVPD basis",
  "gap_ha": [0.282, 0.284],
  "homo_energy_ev": [-13.897, -13.458],
  "total_charge": 1,
  "symbols": ["I", "N", "N", "C", "C", "C", "C", "H", "H", "H", "H", "H", "H"],
  "xyz": [[-2.96, -0.31, -0.04], [0.03, -0.57, 0.00], [-0.80, 2.20, 0.56], [-0.80, 1.89, -0.60], [-0.98, 0.29, -0.51], [1.31, 0.10, 0.26], [-0.06, -1.87, 0.16], [2.14, -0.51, -0.03], [-0.99, -2.43, 0.25], [0.94, -2.36, 0.37], [1.48, 1.08, -0.24], [-0.78, 2.47, -1.52], [1.48, 0.01, 1.35]]
}

=====

Most stable: run three (next structure +0.0056 hartree)

=====

Run one
{
  "formula": "C3H6F3NO2S",
  "method": "the ωB97M-V functional and the def2-TZVPD basis",
  "gap_ha": 0.390,
  "homo_energy_ev": -10.073,
  "symbols": ["S", "F", "F", "F", "O", "O", "N", "C", "C", "C", "H", "H", "H", "H", "H", "H"],
  "xyz": [[1.66, 0.10, 0.06], [3.23, 1.97, 0.16], [3.79, 0.42, -1.26], [-0.47, -0.53, -0.81], [1.32, 0.17, 1.42], [2.06, -1.48, -0.02], [3.34, 0.60, 0.02], [-2.46, -1.32, 0.01], [-1.75, 1.09, 0.36], [-1.71, -0.27, -0.27], [2.05, -1.85, -0.91], [-2.22, -2.21, -0.47], [-1.57, 1.92, -0.37], [-2.76, 1.34, 0.59], [-3.50, -1.28, 0.32], [-1.01, 1.33, 1.17]]
}

=====

Run two
{
  "formula": "C3H6F3NO2S",
  "method": "the ωB97M-V functional and the def2-TZVPD basis",
  "gap_ha": 0.397,
  "homo_energy_ev": -10.740,
  "smiles": "CC(C)(F)S(=O)(=O)N(F)F",
  "symbols": ["S", "F", "F", "F", "O", "O", "N", "C", "C", "C", "H", "H", "H", "H", "H", "H"],
  "xyz": [[-1.10, 0.55, -0.14], [0.38, -1.67, -0.09], [-2.76, -1.43, 0.16], [-3.50, 0.52, 0.60], [-1.54, 0.57, -1.48], [-0.92, 1.77, 0.58], [-2.41, -0.27, 0.84], [1.28, -0.09, 1.30], [1.33, 0.03, -1.43], [0.70, -0.34, -0.07], [0.76, -0.71, 2.02], [0.59, 0.08, -2.14], [1.00, 0.97, 1.58], [2.07, -0.74, -1.69], [1.76, 1.06, -1.40], [2.37, -0.31, 1.36]]
}

=====

Most stable: run two (next structure +0.0271 hartree)

=====

Run one
{
  "formula": "C4H11N3S",
  "method": "the ωB97M-V functional and the def2-TZVPD basis",
  "gap_ha": 0.356,
  "homo_energy_ev": -8.851,
  "smiles": "CNC[C@H](N)/C=N\\S",
  "symbols": ["S", "N", "N", "N", "C", "C", "C", "C", "H", "H", "H", "H", "H", "H", "H", "H", "H", "H", "H"],
  "xyz": [[1.23, -1.67, 2.24], [1.32, 0.06, 1.97], [-0.31, 0.19, -1.68], [-1.91, 0.93, 0.72], [-0.56, -0.77, -0.64], [0.37, 0.55, 1.31], [1.10, 0.55, -1.78], [-0.86, -0.09, 0.75], [2.37, -1.68, 3.02], [1.77, -0.26, -2.15], [-1.21, -0.84, 1.47], [-1.88, 1.52, -0.07], [-2.83, 0.56, 0.77], [-1.49, -1.31, -0.86], [1.20, 1.43, -2.42], [-0.54, -0.25, -2.57], [1.47, 0.85, -0.77], [0.44, 1.66, 1.18], [0.31, -1.43, -0.50]]
}

=====

Run two
{
  "formula": "C4H11N3S",
  "method": "the ωB97M-V functional and the def2-TZVPD basis",
  "gap_ha": 0.358,
  "homo_energy_ev": -8.787,
  "symbols": ["S", "N", "N", "N", "C", "C", "C", "C", "H", "H", "H", "H", "H", "H", "H", "H", "H", "H", "H"],
  "xyz": [[1.45, 0.57, 0.33], [1.22, -1.07, 1.04], [2.66, 0.09, -0.70], [0.26, 0.72, -0.54], [-4.17, 1.26, -0.02], [4.04, -0.14, -0.15], [-2.83, 1.93, -0.42], [-3.12, 0.53, -0.04], [4.18, 0.50, 0.60], [1.34, -1.05, 2.04], [4.77, 0.22, -0.89], [-5.19, 1.51, 0.55], [-2.20, 2.58, 0.22], [2.26, -0.24, -1.57], [-2.72, 2.18, -1.43], [-2.70, -0.41, -0.19], [4.16, -1.15, 0.04], [0.30, -1.38, 0.69], [-0.23, 1.69, -0.66]]
}

=====

Most stable: run one (next structure +0.1728 hartree)

=====

Run one
{
  "formula": "C20H21BF6N15NaO6S2",
  "method": "the ωB97M-V functional and the def2-TZVPD basis",
  "gap_ha": 0.260,
  "homo_energy_ev": -3.150,
  "total_charge": -2,
  "symbols": ["S", "S", "Na", "F", "F", "F", "F", "F", "F", "O", "O", "O", "O", "O", "O", "N", "N", "N", "N", "N", "N", "N", "N", "N", "N", "N", "N", "N", "N", "N", "C", "C", "C", "C", "C", "C", "C", "C", "C", "C", "C", "C", "C", "C", "C", "C", "C", "C", "C", "C", "B", "H", "H", "H", "H", "H", "H", "H", "H", "H", "H", "H", "H", "H", "H", "H", "H", "H", "H", "H", "H", "H"],
  "xyz": [[1.13, -0.48, 3.83], [0.34, 1.96, 2.70], [0.08, -0.86, 0.27], [-0.53, -0.56, 5.88], [1.70, 3.94, 3.83], [-0.42, -2.39, 4.72], [-1.49, -0.66, 3.94], [1.29, 4.19, 1.72], [2.82, 2.81, 2.37], [2.16, -0.84, 4.76], [1.12, -1.07, 2.53], [-1.88, -1.90, 0.88], [-2.07, -3.66, 2.28], [-0.86, 2.65, 3.08], [0.41, 1.38, 1.39], [-0.20, -1.13, -2.31], [0.74, -1.76, -3.04], [-3.95, 2.36, 1.82], [-4.10, 4.64, 2.09], [-2.43, 1.49, 0.20], [2.32, -0.31, -0.74], [1.86, -3.28, -1.35], [2.79, -0.96, -1.81], [-2.58, 3.83, 0.55], [1.01, -3.11, -0.31], [-2.47, -3.95, 0.08], [-3.68, 0.09, 1.51], [0.92, 1.09, 3.87], [-0.46, 1.89, -1.61], [-2.14, -3.59, -1.25], [2.45, -4.49, -1.27], [-3.35, 1.34, 1.17], [-2.07, 2.74, -0.03], [-0.90, -1.28, -4.45], [3.12, 0.72, -0.54], [1.07, -4.22, 0.41], [1.21, 3.26, -2.62], [3.89, -0.34, -2.30], [0.35, -1.86, -4.33], [-0.40, 4.23, -1.15], [-1.19, -0.85, -3.15], [-0.94, 2.96, -0.99], [-3.51, 3.55, 1.46], [4.15, 0.75, -1.50], [-0.43, -1.06, 4.63], [0.59, 2.04, -2.40], [1.61, 3.29, 2.66], [1.98, -5.13, -0.15], [0.70, 4.38, -1.98], [-2.10, -3.12, 1.17], [2.08, -2.20, -2.41], [-1.50, -1.20, -5.34], [0.47, -4.30, 1.31], [2.78, -2.65, -3.29], [-3.50, 5.45, 2.09], [2.09, 3.32, -3.25], [2.24, -6.12, 0.21], [-1.21, -3.16, -1.25], [2.93, 1.39, 0.28], [-4.21, -0.01, 2.35], [0.99, -2.34, -5.06], [-2.76, -2.83, -1.51], [-0.83, 5.06, -0.61], [4.40, -0.74, -3.16], [-2.06, -0.32, -2.77], [0.96, 1.13, -2.87], [-4.48, 4.40, 2.99], [-3.03, -0.68, 1.24], [4.95, 1.46, -1.60], [-2.28, -4.92, 0.27], [3.16, -4.79, -2.02], [1.16, 5.35, -2.12]]
}

=====

Run two
{
  "formula": "C20H21BF6N15NaO6S2",
  "method": "the ωB97M-V functional and the def2-TZVPD basis",
  "gap_ha": 0.253,
  "homo_energy_ev": -2.929,
  "total_charge": -2,
  "symbols": ["S", "S", "Na", "F", "F", "F", "F", "F", "F", "O", "O", "O", "O", "O", "O", "N", "N", "N", "N", "N", "N", "N", "N", "N", "N", "N", "N", "N", "N", "N", "C", "C", "C", "C", "C", "C", "C", "C", "C", "C", "C", "C", "C", "C", "C", "C", "C", "C", "C", "C", "B", "H", "H", "H", "H", "H", "H", "H", "H", "H", "H", "H", "H", "H", "H", "H", "H", "H", "H", "H", "H", "H"],
  "xyz": [[-0.60, 0.30, -4.20], [-2.57, -0.52, -2.34], [0.47, 0.06, -0.80], [-4.95, -0.08, -3.42], [-4.01, 1.68, -2.59], [-0.60, -1.74, -5.87], [0.12, -2.21, -3.88], [1.37, -1.07, -5.25], [-4.85, 0.18, -1.27], [2.71, -3.84, -0.91], [-0.69, 1.13, -5.36], [-2.95, -1.90, -2.21], [1.36, -2.03, -0.83], [0.29, 0.68, -3.13], [-1.91, 0.13, -1.23], [-1.77, 2.16, 2.24], [-1.38, -2.47, 0.83], [3.13, 2.23, 0.07], [-3.57, 1.21, 3.31], [0.00, 2.61, -0.38], [-2.05, -0.09, 2.00], [1.76, 2.65, 2.16], [-5.34, 0.14, 4.32], [1.38, 1.38, 2.34], [1.78, -1.82, 1.84], [0.95, 3.52, -0.10], [-3.95, -1.11, 2.98], [-2.03, -0.16, -3.76], [2.60, -2.62, 0.99], [2.72, 1.04, -0.39], [-0.85, 3.20, -1.21], [0.11, -1.28, -4.83], [1.70, 3.33, 3.32], [1.11, 1.25, 3.63], [-2.50, -2.42, 1.56], [-1.95, -4.71, 0.22], [-4.23, 0.08, 3.49], [0.71, 4.67, -0.76], [4.92, 1.26, -0.76], [4.45, 2.39, -0.14], [-1.13, -3.59, 0.16], [-2.48, 1.07, 2.53], [-3.09, -4.66, 1.00], [-3.37, -3.49, 1.68], [-0.45, 4.51, -1.49], [-2.83, -1.12, 2.23], [2.19, -2.85, -0.35], [3.79, 0.44, -0.89], [1.28, 2.47, 4.31], [-4.18, 0.37, -2.42], [2.18, 3.21, 0.78], [-1.69, -5.60, -0.35], [-5.73, 1.07, 4.41], [1.98, 4.38, 3.36], [0.82, -1.87, 1.50], [-2.09, 3.05, 2.57], [2.89, -3.47, 1.44], [-1.70, 2.64, -1.58], [-1.02, 2.10, 1.56], [3.69, -0.56, -1.30], [0.79, 0.29, 4.01], [1.13, 2.68, 5.36], [4.94, 3.30, 0.17], [5.93, 1.04, -1.07], [-4.26, -3.39, 2.30], [-0.23, -3.57, -0.45], [-0.93, 5.23, -2.14], [2.77, 4.26, 0.96], [1.38, 5.50, -0.66], [-6.00, -0.60, 4.16], [2.05, -0.85, 1.72], [-3.75, -5.52, 1.07]]
}

=====

Most stable: run one (next structure +0.0159 hartree)